{
  "formula": "C4H10O2S2",
  "method": "wB97M-V/def2-TZVPD",
  "orbital_gap_ev": [8.756, 6.933],
  "e_lumo_ev": [-0.41, -1.40],
  "de_lowest_kcal_mol": 96.8,
  "symbols": ["C", "C", "C", "C", "O", "O", "S", "S", "H", "H", "H", "H", "H", "H", "H", "H", "H", "H"],
  "xyz": [[-0.004, -1.974, 1.205], [1.223, -0.698, -0.717], [0.464, 0.564, 1.372], [0.160, -0.651, 0.445], [-1.977, 0.958, -0.652], [-1.464, 3.100, -3.526], [-1.133, 2.470, -2.213], [-1.622, -0.517, -0.383], [0.197, -2.743, 0.385], [0.797, -2.063, 1.953], [-0.965, -2.038, 1.696], [2.298, -0.435, -0.352], [0.958, 0.111, -1.427], [1.116, -1.654, -1.258], [0.281, 1.534, 0.805], [0.134, 0.516, 2.463], [1.513, 0.392, 1.661], [-1.975, 3.128, -1.457]],
  "forces_ev_per_a": [[1.59, -0.26, -1.71], [-0.01, 1.00, 0.62], [0.22, -0.36, 0.46], [-0.68, 0.93, 0.00], [0.30, -1.62, 0.87], [0.25, 0.04, -0.69], [0.76, 0.08, -1.07], [0.92, 1.10, 0.41], [-0.74, 0.34, 1.54], [-0.20, -0.07, -0.18], [-0.20, -0.31, 0.00], [-1.86, -0.94, -0.52], [0.25, -0.39, 0.26], [0.50, 0.37, 0.25], [0.36, -1.10, 1.21], [-1.02, 0.22, -1.73], [0.28, 0.63, -0.89], [-0.72, 0.35, 1.16]],
  "mulliken_charge": [-1.396, -1.106, -1.258, 0.910, -0.424, -0.491, 0.358, 0.247, 0.321, 0.354, 0.455, 0.290, 0.288, 0.345, 0.218, 0.337, 0.417, 0.137]
}

=====

{
  "formula": "C2H3N3O3",
  "method": "wB97M-V/def2-TZVPD",
  "orbital_gap_ev": 10.992,
  "e_lumo_ev": 0.34,
  "smiles": "COn1nnoc1=O",
  "de_lowest_kcal_mol": 97.3,
  "symbols": ["C", "C", "H", "H", "H", "N", "N", "N", "O", "O", "O"],
  "xyz": [[0.162, -0.926, 2.196], [-0.821, 0.305, -0.542], [-0.818, -0.273, 2.292], [0.330, -1.697, 3.036], [1.164, -0.312, 2.152], [0.202, -0.594, -0.172], [1.385, 0.007, -0.520], [1.216, 1.115, -1.081], [0.104, -1.643, 0.816], [-0.112, 1.569, -1.040], [-2.036, 0.362, -0.401]],
  "forces_ev_per_a": [[0.81, 0.64, -0.64], [-2.91, 2.75, 1.29], [2.19, -1.43, -0.03], [-0.76, 0.94, -1.72], [-2.22, -0.86, 0.16], [-1.46, 1.22, -0.24], [0.34, 0.20, -0.39], [0.39, -0.22, 1.01], [0.28, 2.99, 0.22], [-0.08, -5.14, 0.74], [3.43, -1.09, -0.40]],
  "mulliken_charge": [-0.472, 0.417, 0.234, 0.278, 0.255, 0.480, -0.267, 0.004, -0.281, -0.159, -0.488]
}

=====

{
  "formula": "C4H4O3",
  "method": "wB97M-V/def2-TZVPD",
  "orbital_gap_ev": [6.760, 8.087],
  "e_lumo_ev": [0.40, -1.74],
  "s2": 2.02,
  "multiplicity": 3,
  "de_lowest_kcal_mol": 70.0,
  "symbols": ["C", "C", "C", "C", "O", "O", "O", "H", "H", "H", "H"],
  "xyz": [[1.222, -0.116, 0.430], [-0.027, 0.263, 0.475], [2.483, -0.694, 0.264], [-1.948, 0.388, -0.208], [2.969, -0.998, -0.807], [0.410, 0.334, 1.726], [-1.986, -0.058, -1.466], [3.021, -0.854, 1.218], [-2.105, 1.446, -0.025], [-2.412, -0.296, 0.488], [-1.628, 0.585, -2.094]],
  "forces_ev_per_a": [[2.47, -0.96, 1.78], [-8.43, 2.23, -3.09], [-0.20, 0.44, 2.88], [3.73, -0.27, 1.47], [0.47, -0.43, -2.20], [2.62, -0.99, -0.23], [-0.22, -0.09, -0.60], [-0.10, 0.14, -0.12], [-0.09, -0.07, -0.06], [-0.17, 0.04, -0.06], [-0.07, -0.04, 0.24]],
  "mulliken_spin": [0.355, 0.797, 0.123, -0.021, 0.379, 0.367, -0.007, 0.009, -0.014, 0.006, 0.005]
}

=====

{
  "formula": "C4H7N3",
  "method": "wB97M-V/def2-TZVPD",
  "orbital_gap_ev": 8.589,
  "e_lumo_ev": 1.02,
  "smiles": "CNc1c[nH]cn1",
  "de_lowest_kcal_mol": 7.0,
  "symbols": ["C", "C", "C", "C", "H", "H", "H", "H", "H", "H", "H", "N", "N", "N"],
  "xyz": [[2.542, -0.391, 0.125], [0.190, 0.267, -0.040], [-0.886, 1.099, 0.072], [-1.586, -0.957, -0.003], [3.552, 0.032, -0.134], [2.621, -0.734, 1.205], [2.361, -1.239, -0.533], [1.794, 1.542, 0.081], [-0.927, 2.192, 0.171], [-3.003, 0.565, -0.138], [-2.249, -1.849, 0.002], [1.516, 0.611, -0.229], [-2.043, 0.322, 0.072], [-0.289, -1.020, -0.069]],
  "forces_ev_per_a": [[0.82, 0.30, 0.00], [-1.43, 0.20, 0.06], [-0.42, 1.91, -0.08], [-0.86, -0.76, -0.16], [-1.03, -0.33, 0.14], [-0.56, 0.45, -1.09], [0.17, -0.22, 0.31], [-0.60, -0.43, -0.12], [-0.04, -0.72, -0.17], [0.45, 0.32, 0.32], [0.57, 0.97, -0.07], [1.31, -0.29, 0.81], [0.62, -0.83, 0.01], [0.99, -0.58, 0.03]],
  "mulliken_charge": [-0.789, 0.492, -0.574, -0.276, 0.317, 0.245, 0.284, 0.270, 0.340, 0.230, 0.364, -0.283, -0.077, -0.543]
}

=====

{
  "formula": "C23H48BClFO4",
  "method": "wB97M-V/def2-TZVPD",
  "orbital_gap_ev": 7.171,
  "e_lumo_ev": 2.50,
  "total_charge": -1,
  "symbols": ["C", "C", "C", "C", "B", "C", "C", "C", "C", "F", "C", "C", "C", "Cl", "H", "H", "H", "H", "H", "H", "H", "H", "H", "H", "H", "H", "H", "H", "H", "H", "H", "H", "H", "H", "H", "H", "H", "H", "C", "C", "O", "C", "H", "H", "H", "H", "H", "H", "C", "C", "O", "C", "H", "H", "H", "H", "H", "H", "C", "C", "O", "C", "H", "H", "H", "H", "H", "H", "C", "C", "O", "C", "H", "H", "H", "H", "H", "H"],
  "xyz": [[3.336, -0.546, -0.432], [2.253, 0.475, -0.057], [1.287, 0.753, -1.210], [0.403, 2.002, -1.023], [-1.021, 1.833, -0.177], [-0.965, 2.843, 1.152], [0.130, 2.542, 2.176], [-2.257, 2.427, -1.111], [-2.510, 1.762, -2.461], [-1.823, 0.552, -2.645], [-1.287, 0.304, 0.366], [-2.634, 0.123, 1.096], [-3.181, -1.263, 0.802], [-4.889, -1.486, 1.392], [4.218, -0.035, -0.809], [3.667, -1.120, 0.435], [2.974, -1.244, -1.190], [2.757, 1.426, 0.148], [1.732, 0.204, 0.861], [0.691, -0.134, -1.436], [1.936, 0.914, -2.087], [0.206, 2.392, -2.031], [1.044, 2.761, -0.556], [-0.754, 3.847, 0.751], [-1.941, 2.920, 1.650], [0.074, 3.242, 3.022], [1.121, 2.682, 1.743], [0.049, 1.541, 2.605], [-3.210, 2.483, -0.572], [-1.983, 3.468, -1.319], [-3.570, 1.527, -2.600], [-2.226, 2.416, -3.288], [-1.257, -0.437, -0.441], [-0.510, -0.023, 1.067], [-3.385, 0.840, 0.757], [-2.533, 0.236, 2.177], [-2.567, -2.041, 1.248], [-3.235, -1.386, -0.278], [-0.622, -5.900, 2.154], [-1.542, -4.984, 2.926], [-1.348, -3.794, 2.981], [-2.722, -5.628, 3.616], [0.178, -5.316, 1.705], [-0.192, -6.649, 2.822], [-1.179, -6.414, 1.369], [-2.375, -6.366, 4.341], [-3.356, -6.131, 2.882], [-3.303, -4.864, 4.127], [1.955, 4.499, -3.196], [3.258, 4.114, -2.542], [3.344, 3.983, -1.346], [4.444, 3.886, -3.452], [1.191, 4.619, -2.432], [2.074, 5.434, -3.749], [1.642, 3.718, -3.891], [4.665, 4.795, -4.014], [4.223, 3.084, -4.159], [5.312, 3.608, -2.857], [-5.053, -4.334, -0.483], [-5.767, -5.607, -0.842], [-5.491, -6.672, -0.334], [-6.865, -5.498, -1.876], [-4.293, -4.537, 0.268], [-4.577, -3.909, -1.369], [-5.755, -3.605, -0.083], [-6.457, -5.114, -2.812], [-7.637, -4.810, -1.528], [-7.305, -6.477, -2.048], [7.301, 2.053, 2.288], [6.135, 2.088, 1.324], [5.744, 1.085, 0.775], [5.488, 3.426, 1.079], [7.674, 1.035, 2.374], [8.102, 2.703, 1.930], [6.983, 2.405, 3.271], [6.215, 4.118, 0.645], [5.121, 3.843, 2.019], [4.652, 3.308, 0.395]],
  "forces_ev_per_a": [[-0.19, -0.04, 0.25], [0.15, 0.27, -0.26], [0.33, 0.36, -0.10], [0.02, -0.48, 0.02], [0.18, 0.37, 0.56], [0.22, -0.02, -0.54], [-0.29, 0.45, 0.34], [0.01, -0.15, -0.35], [-0.37, 0.48, 0.20], [0.08, -0.17, -0.09], [-0.29, -0.28, 0.12], [-0.15, -0.31, -0.08], [0.21, 0.39, -0.19], [0.03, 0.01, 0.22], [0.02, -0.04, -0.19], [0.02, -0.05, -0.01], [-0.03, -0.06, 0.01], [-0.02, 0.00, 0.20], [-0.12, -0.12, -0.05], [-0.06, -0.03, 0.03], [-0.02, -0.12, -0.08], [-0.17, 0.00, 0.01], [-0.03, 0.09, 0.03], [-0.12, 0.10, 0.07], [-0.03, -0.08, 0.08], [0.05, -0.04, 0.04], [0.06, -0.25, -0.08], [0.09, -0.12, -0.12], [0.03, -0.08, 0.13], [0.02, 0.05, 0.06], [-0.02, -0.14, -0.02], [0.20, -0.12, -0.10], [0.05, 0.12, -0.14], [0.13, 0.07, -0.06], [0.07, 0.13, 0.02], [0.00, 0.14, 0.03], [-0.13, -0.10, 0.03], [-0.04, -0.19, 0.01], [0.08, 0.14, -0.03], [-0.04, -0.01, -0.04], [0.01, 0.02, 0.03], [-0.03, 0.15, 0.03], [-0.01, 0.01, 0.00], [-0.06, -0.07, -0.03], [-0.01, -0.08, 0.05], [-0.02, -0.08, -0.06], [0.03, -0.08, 0.02], [0.00, 0.01, -0.01], [-0.02, 0.07, 0.14], [-0.22, -0.08, -0.09], [0.19, 0.12, 0.08], [0.08, -0.04, 0.15], [0.00, -0.05, -0.01], [0.03, -0.05, -0.09], [0.02, 0.03, -0.04], [-0.05, -0.03, -0.08], [-0.03, 0.05, -0.06], [-0.01, -0.01, 0.01], [0.10, -0.34, 0.02], [0.04, 0.00, 0.00], [-0.01, 0.00, 0.00], [-0.02, -0.18, 0.03], [0.00, 0.04, 0.02], [-0.08, 0.10, 0.00], [0.00, 0.11, -0.07], [-0.03, 0.10, 0.02], [0.04, 0.08, -0.06], [0.01, 0.00, 0.01], [-0.01, -0.18, -0.03], [-0.06, 0.03, -0.03], [0.20, 0.01, 0.07], [-0.14, -0.18, -0.03], [-0.01, 0.00, -0.01], [-0.03, 0.08, 0.06], [0.04, 0.09, -0.01], [0.01, 0.06, 0.10], [0.11, 0.07, 0.02], [0.01, 0.04, -0.04]],
  "mulliken_charge": [-1.447, 0.986, -1.165, -0.146, 0.614, -0.534, -1.062, -0.729, -0.680, -0.305, -0.975, -0.830, -0.409, -0.328, 0.226, 0.375, 0.386, -0.459, 0.117, 0.328, 0.467, -0.404, 0.521, 0.225, 0.311, 0.382, 0.059, 0.232, 0.491, 0.248, 0.305, 0.262, 0.263, 0.469, 0.244, 0.268, 0.312, 0.375, -1.141, 0.912, -0.538, -1.121, 0.303, 0.346, 0.302, 0.380, 0.288, 0.276, -1.112, 0.922, -0.494, -1.280, 0.161, 0.465, 0.312, 0.369, 0.332, 0.292, -0.738, 0.700, -0.580, -1.116, 0.157, 0.337, 0.289, 0.317, 0.311, 0.302, -1.254, 0.795, -0.476, -0.636, 0.321, 0.322, 0.319, 0.352, 0.338, -0.030]
}

=====

{
  "formula": "C6H12O",
  "method": "wB97M-V/def2-TZVPD",
  "orbital_gap_ev": 10.480,
  "e_lumo_ev": 1.09,
  "smiles": "CO[C@H]1CC[C@H]1C",
  "de_lowest_kcal_mol": 41.2,
  "symbols": ["C", "O", "C", "C", "C", "C", "C", "H", "H", "H", "H", "H", "H", "H", "H", "H", "H", "H", "H"],
  "xyz": [[2.476, -0.804, -0.045], [1.092, -0.745, -0.061], [0.365, 0.272, 0.566], [-0.141, 1.511, -0.242], [-1.567, 1.208, 0.283], [-1.089, -0.228, 0.608], [-1.235, -1.191, -0.610], [2.875, -0.814, 0.979], [2.929, 0.009, -0.624], [2.711, -1.761, -0.524], [0.828, 0.565, 1.523], [0.279, 2.496, -0.017], [-0.069, 1.328, -1.316], [-2.404, 1.279, -0.420], [-1.820, 1.817, 1.161], [-1.441, -0.654, 1.559], [-2.283, -1.337, -0.868], [-0.722, -0.796, -1.499], [-0.760, -2.168, -0.456]],
  "forces_ev_per_a": [[0.44, 0.05, 0.03], [0.10, 0.00, -0.14], [-0.03, -0.01, 0.04], [0.17, 0.08, -0.15], [-0.10, 0.01, -0.09], [-0.07, -0.23, -0.13], [-0.34, 0.08, 0.12], [0.05, 0.11, -0.09], [0.11, -0.01, 0.11], [0.23, 0.23, 0.10], [-0.23, -0.15, -0.11], [0.01, -0.20, 0.00], [0.08, 0.05, 0.10], [0.20, 0.05, 0.00], [0.13, -0.31, -0.09], [0.05, -0.10, -0.40], [-0.15, -0.03, 0.10], [-0.37, 0.08, 0.34], [-0.31, 0.31, 0.26]],
  "mulliken_charge": [-0.789, -0.268, -0.115, -0.802, -0.587, 0.085, -1.273, 0.294, 0.286, 0.240, 0.444, 0.345, 0.241, 0.303, 0.274, 0.329, 0.401, 0.300, 0.292]
}

=====

Number 1: electronic energy -30072.0287 eV. Number 2: electronic energy -12729.7393 eV. Number 3: electronic energy -10346.9386 eV. Number 4: electronic energy -8731.3770 eV. Number 5: electronic energy -48737.2305 eV. Number 6: electronic energy -8462.5689 eV.